(1)
A structure of composition C3H12N4. Source: the OMol25 dataset; level of theory: ωB97M-V/def2-TZVPD.

```
! wB97M-V def2-TZVPD RIJCOSX def2/J DEFGRID3
* xyz 0 1
C 0.37 0.49 0.25
C -2.42 -0.36 0.76
C 0.70 1.44 -0.87
N 0.37 -0.88 0.16
N -1.52 -0.04 -0.33
N 0.91 -1.42 -0.92
N 2.10 0.34 1.15
H -1.64 -0.63 -1.15
H -0.06 0.88 1.16
H 0.98 -2.42 -0.91
H 1.24 -0.87 -1.70
H 1.95 -0.17 2.01
H 2.78 -0.21 0.62
H -2.15 0.18 1.67
H -2.47 -1.42 1.02
H -3.45 -0.03 0.53
H 1.77 1.53 -1.03
H 0.32 2.43 -0.62
H 0.22 1.15 -1.81
*
```

Results
F_max in eV/Å: 3.64
LUMO level (spin up / spin down) in eV: 0.7 / 0.6
Orbital gap (spin up / spin down) in Eh: 0.2969 / 0.2816


(2)
An isolated molecule of C9H8N2O2. Source: the OMol25 dataset; level of theory: ωB97M-V/def2-TZVPD.

```
! wB97M-V def2-TZVPD RIJCOSX def2/J DEFGRID3
* xyz 0 1
O -4.00 0.13 1.74
C -2.91 0.16 2.14
C -1.73 0.03 2.69
C -0.42 0.02 2.09
C -0.07 -0.15 0.81
C 1.31 0.02 0.48
C 1.71 0.37 -0.76
C 0.67 0.44 -1.77
C -0.65 0.32 -1.53
C -1.12 -0.31 -0.23
N -1.37 -1.72 -0.40
N -0.75 -2.35 -1.26
O -1.00 -3.55 -1.47
H -1.75 0.05 3.66
H 0.29 0.13 2.97
H 2.08 0.01 1.15
H 2.62 0.60 -1.08
H 0.88 0.80 -2.74
H -1.31 0.47 -2.44
H -1.97 0.31 0.04
H -0.11 -1.76 -1.83
*
```

Results
F_max in eV/Å: 5.46
LUMO level (spin up / spin down) in eV: -0.3 / -0.3
Orbital gap (spin up / spin down) in Eh: 0.2869 / 0.2870


(3)
A cluster of 7 separate species, C19H50N2O7 in total. Source: the OMol25 dataset; level of theory: ωB97M-V/def2-TZVPD.

```
! wB97M-V def2-TZVPD RIJCOSX def2/J DEFGRID3
* xyz 0 1
C -3.44 2.72 0.72
C -4.85 3.32 0.68
N -5.35 3.45 -0.57
O -5.39 3.71 1.70
H -3.27 2.33 1.72
H -2.73 3.51 0.46
H -3.34 1.93 -0.02
H -5.12 2.83 -1.32
H -6.26 3.89 -0.57
C 0.62 0.45 -0.39
C 0.07 1.71 0.24
N -0.55 1.53 1.43
O 0.30 2.83 -0.20
H 1.69 0.64 -0.40
H 0.30 0.32 -1.43
H 0.42 -0.45 0.19
H -1.05 0.70 1.73
H -0.65 2.41 1.91
C 0.92 -2.94 -1.51
C 2.37 -2.51 -1.76
C 3.27 -3.73 -1.72
O 2.42 -1.85 -3.02
H 0.89 -3.59 -0.64
H 0.55 -3.53 -2.36
H 0.21 -2.13 -1.42
H 2.68 -1.89 -0.91
H 4.34 -3.57 -1.85
H 2.99 -4.44 -2.51
H 3.13 -4.19 -0.74
H 3.23 -1.35 -3.14
C 4.65 2.34 -0.03
C 6.14 2.70 -0.05
C 6.89 2.25 -1.31
O 6.21 4.10 0.16
H 4.04 2.77 -0.83
H 4.14 2.73 0.86
H 4.51 1.26 0.01
H 6.56 2.15 0.80
H 6.78 1.19 -1.52
H 7.93 2.52 -1.10
H 6.48 2.85 -2.13
H 7.05 4.31 0.57
C -2.71 -3.40 2.05
C -2.64 -2.05 1.32
C -3.92 -1.22 1.38
O -1.52 -1.32 1.78
H -1.83 -3.98 1.79
H -3.57 -4.00 1.76
H -2.70 -3.21 3.13
H -2.40 -2.32 0.29
H -4.73 -1.43 0.68
H -3.61 -0.21 1.11
H -4.39 -1.28 2.37
H -1.26 -1.60 2.67
C -3.25 1.51 5.28
C -1.98 0.75 4.86
C -0.87 1.01 5.87
O -2.30 -0.65 4.81
H -3.00 2.57 5.36
H -3.65 1.08 6.20
H -3.96 1.46 4.45
H -1.80 1.08 3.84
H -1.10 0.68 6.89
H -0.60 2.07 5.89
H 0.05 0.51 5.57
H -1.86 -1.10 5.54
C 0.92 -0.84 -5.98
C -0.39 -1.16 -5.24
C -0.87 -2.57 -5.46
O -0.16 -0.93 -3.84
H 0.74 -0.58 -7.03
H 1.65 -1.63 -5.82
H 1.40 0.06 -5.59
H -1.11 -0.41 -5.56
H -1.93 -2.68 -5.22
H -0.35 -3.26 -4.80
H -0.76 -2.87 -6.51
H 0.70 -1.35 -3.60
*
```

Results
F_max in eV/Å: 1.96
LUMO level in eV: 0.4
Orbital gap in Eh: 0.3596


(4)
A cluster of 2 separate species, C7H16BF5N2OS in total. Source: the OMol25 dataset; level of theory: ωB97M-V/def2-TZVPD.

```
! wB97M-V def2-TZVPD RIJCOSX def2/J DEFGRID3
* xyz 0 1
N 2.79 -1.54 -0.45
C 3.19 -0.27 -1.07
C 2.50 0.96 -0.44
C 1.07 0.74 0.03
C 0.00 1.12 -1.00
C -1.20 1.79 -0.37
O -1.60 0.99 0.70
C -2.05 -0.29 0.34
C -1.73 -0.77 -1.11
S -3.13 -0.55 -2.27
N -0.48 -0.13 -1.69
F -0.72 0.20 -3.03
H 2.53 -2.23 -1.13
H 3.53 -1.94 0.11
H 3.06 -0.32 -2.15
H 4.27 -0.13 -0.93
H 3.08 1.27 0.42
H 2.53 1.79 -1.15
H 0.91 -0.28 0.37
H 0.88 1.36 0.90
H 0.40 1.76 -1.78
H -0.84 2.74 0.04
H -1.99 2.00 -1.09
H -1.70 -1.03 1.06
H -3.14 -0.30 0.42
H -1.52 -1.83 -1.06
H -4.04 -0.88 -1.36
H 0.27 -0.82 -1.76
B -1.38 -0.68 3.91
F -2.30 -1.50 3.21
F -1.98 0.56 4.18
F -0.97 -1.30 5.08
F -0.26 -0.48 3.04
*
```

Results
F_max in eV/Å: 0.64
LUMO level in eV: -1.0
Orbital gap in Eh: 0.3387


(5)
The ion C2H7N2 with charge +1. Source: the OMol25 dataset; level of theory: ωB97M-V/def2-TZVPD.

```
! wB97M-V def2-TZVPD RIJCOSX def2/J DEFGRID3
* xyz 1 1
C -0.36 0.97 1.27
N 0.55 0.45 0.18
C -0.06 -0.16 -0.85
N 0.20 -1.37 -1.38
H -1.37 1.14 1.00
H -0.38 0.12 2.02
H 0.14 1.81 1.67
H 1.56 0.44 0.35
H -1.05 0.16 -1.00
H 0.82 -2.09 -0.92
H -0.03 -1.47 -2.34
*
```

Results
F_max in eV/Å: 3.53
LUMO level in eV: -4.8
Orbital gap in Eh: 0.3956


(6)
An isolated molecule of C19H24N2O3S. Source: the OMol25 dataset; level of theory: ωB97M-V/def2-TZVPD.

```
! wB97M-V def2-TZVPD RIJCOSX def2/J DEFGRID3
* xyz 0 1
C -1.90 -1.42 -1.93
C -2.10 -2.20 -0.63
N -0.87 -2.27 0.14
C 0.27 -2.86 -0.53
C 1.11 -1.89 -1.36
O 1.32 -2.07 -2.55
N 1.59 -0.87 -0.65
C 2.47 0.12 -1.23
C 3.62 0.42 -0.34
C 4.21 1.63 -0.09
C 5.29 1.54 0.82
C 5.51 0.27 1.25
S 4.40 -0.85 0.55
C -0.71 -1.84 1.41
O 0.42 -1.68 1.88
C -1.93 -1.65 2.29
C -2.36 -0.19 2.46
O -2.66 0.45 1.24
C -1.72 1.25 0.64
C -0.40 1.39 1.04
C 0.44 2.27 0.37
C -0.02 2.99 -0.71
C -1.33 2.83 -1.13
C -2.20 1.98 -0.46
C -3.63 1.84 -0.88
H -1.20 -1.92 -2.59
H -2.86 -1.34 -2.44
H -1.53 -0.43 -1.72
H -2.86 -1.69 -0.04
H -2.44 -3.22 -0.85
H -0.09 -3.66 -1.18
H 0.92 -3.29 0.24
H 1.42 -0.84 0.35
H 2.81 -0.30 -2.19
H 1.92 1.05 -1.45
H 3.88 2.55 -0.54
H 5.87 2.39 1.13
H 6.25 -0.08 1.93
H -2.77 -2.25 1.92
H -1.66 -2.03 3.28
H -1.60 0.36 3.03
H -3.30 -0.17 3.04
H 0.00 0.82 1.87
H 1.46 2.38 0.72
H 0.63 3.67 -1.23
H -1.70 3.39 -1.97
H -4.29 2.13 -0.06
H -3.86 0.80 -1.11
H -3.85 2.45 -1.74
*
```

Results
F_max in eV/Å: 0.58
LUMO level in eV: 0.7
Orbital gap in Eh: 0.3405


(7)
A cluster of 4 separate species, C4H16 in total. Source: the OMol25 dataset; level of theory: ωB97M-V/def2-TZVPD.

```
! wB97M-V def2-TZVPD RIJCOSX def2/J DEFGRID3
* xyz 0 1
C 3.74 -1.85 -4.44
H 4.85 -1.83 -4.25
H 3.74 -0.74 -4.76
H 3.57 -2.28 -5.41
H 2.93 -2.10 -3.77
C -3.71 2.61 -1.11
H -3.68 1.48 -1.15
H -3.10 3.02 -0.38
H -3.37 2.99 -2.06
H -4.83 2.79 -1.05
C -1.43 -2.10 4.03
H -1.14 -1.82 5.06
H -2.48 -2.10 3.92
H -0.93 -1.37 3.42
H -0.93 -2.99 3.95
C 1.28 1.35 1.54
H 0.55 1.12 0.87
H 2.16 0.63 1.35
H 1.77 2.31 1.72
H 1.02 0.89 2.51
*
```

Results
F_max in eV/Å: 5.83
LUMO level in eV: 0.8
Orbital gap in Eh: 0.4790


(8)
A cluster of 7 separate species, C33H58BFN3O8PS8 in total. Source: the OMol25 dataset; level of theory: ωB97M-V/def2-TZVPD.

```
! wB97M-V def2-TZVPD RIJCOSX def2/J DEFGRID3
* xyz 0 1
C 1.55 2.73 -1.62
C 0.49 2.12 -2.53
O -0.79 2.11 -1.88
B -1.70 1.16 -2.28
O -2.97 1.60 -2.63
C -1.40 -0.40 -2.38
C -2.15 -1.07 -3.34
C -1.96 -2.41 -3.55
F -2.67 -3.03 -4.53
C -1.07 -3.16 -2.80
P -0.95 -4.92 -3.21
S -2.53 -5.96 -2.73
C -0.34 -2.50 -1.80
C -0.50 -1.12 -1.59
N 0.16 -0.40 -0.54
C -0.76 -0.27 0.66
N -0.82 1.07 1.18
C -2.12 1.75 1.09
C 1.43 -0.91 -0.10
C 2.33 -0.01 0.44
C 3.54 -0.42 0.96
C 3.89 -1.77 0.95
C 5.17 -2.22 1.53
C 6.37 -1.60 1.15
C 7.55 -2.04 1.73
N 7.63 -3.04 2.61
C 6.48 -3.62 2.98
C 5.23 -3.24 2.48
C 3.01 -2.68 0.37
C 1.79 -2.25 -0.14
S 0.73 -3.48 -0.80
H 1.14 2.83 -0.62
H 1.87 3.71 -1.95
H 2.42 2.07 -1.54
H 0.77 1.10 -2.83
H 0.39 2.70 -3.44
H -3.06 1.86 -3.55
H -2.88 -0.55 -3.95
H -0.65 -4.88 -4.57
H 0.21 -5.39 -2.60
H -1.75 -0.60 0.34
H -0.38 -0.96 1.42
H -0.11 1.63 0.75
H -2.06 2.66 0.50
H -2.49 2.00 2.09
H -2.88 1.10 0.65
H 2.09 1.05 0.48
H 4.21 0.31 1.39
H 6.34 -0.78 0.45
H 8.48 -1.56 1.45
H 6.55 -4.42 3.71
H 4.34 -3.74 2.82
H 3.28 -3.73 0.33
C -7.30 -5.66 -6.80
S -5.68 -6.09 -6.13
O -5.86 -7.34 -5.36
C -5.60 -4.73 -4.96
H -7.56 -6.42 -7.53
H -8.03 -5.66 -5.99
H -7.25 -4.69 -7.28
H -6.45 -4.79 -4.28
H -5.60 -3.79 -5.51
H -4.68 -4.83 -4.39
C 3.18 0.91 4.89
S 3.57 2.52 4.19
O 3.88 2.28 2.75
C 5.15 2.72 5.02
H 2.24 0.58 4.45
H 3.97 0.20 4.63
H 3.07 1.00 5.97
H 5.80 1.88 4.77
H 4.99 2.76 6.10
H 5.59 3.65 4.68
C -6.02 2.73 2.46
S -5.74 1.53 3.76
O -4.42 0.90 3.47
C -7.00 0.38 3.21
H -5.30 3.53 2.59
H -5.89 2.24 1.49
H -7.03 3.14 2.56
H -6.80 0.09 2.18
H -7.98 0.85 3.29
H -6.96 -0.50 3.85
C 7.65 3.36 1.60
S 8.85 2.02 1.57
O 8.27 0.96 0.71
C 8.58 1.49 3.27
H 7.63 3.79 0.60
H 6.67 2.96 1.85
H 7.97 4.11 2.32
H 7.53 1.22 3.39
H 8.86 2.29 3.95
H 9.20 0.61 3.45
C 1.63 -1.13 -6.77
S 0.48 -2.26 -5.98
O 1.28 -3.36 -5.38
C -0.24 -2.91 -7.49
H 2.21 -0.66 -5.98
H 2.29 -1.69 -7.43
H 1.07 -0.37 -7.32
H 0.54 -3.35 -8.11
H -0.75 -2.10 -8.02
H -0.97 -3.67 -7.21
C -6.57 7.37 5.01
S -5.65 5.84 5.17
O -6.35 4.83 4.33
C -6.12 5.50 6.87
H -6.45 7.73 3.99
H -7.63 7.18 5.21
H -6.17 8.11 5.71
H -7.20 5.44 6.94
H -5.73 6.29 7.52
H -5.68 4.54 7.14
*
```

Results
F_max in eV/Å: 1.27
LUMO level in eV: 0.1
Orbital gap in Eh: 0.2867


(9)
An isolated molecule of C6H11N. Source: the OMol25 dataset; level of theory: ωB97M-V/def2-TZVPD.

```
! wB97M-V def2-TZVPD RIJCOSX def2/J DEFGRID3
* xyz 0 1
C 0.90 -2.55 1.00
C 0.78 -1.71 -0.03
C 1.28 -0.28 -0.19
C 0.23 0.81 -0.12
C -0.04 1.79 1.20
C -0.82 0.65 -0.94
N -2.08 1.15 -1.05
H 0.54 -3.52 0.78
H 1.49 -2.42 1.86
H 0.27 -2.00 -0.99
H 1.93 0.08 0.66
H 1.94 -0.23 -1.12
H -1.02 2.19 1.16
H 0.43 1.05 1.99
H 0.70 2.58 0.99
H -0.58 0.12 -1.82
H -2.71 0.64 -1.62
H -2.35 1.21 -0.12
*
```

Results
F_max in eV/Å: 6.45
LUMO level in eV: 1.0
Orbital gap in Eh: 0.3232


(10)
A structure of composition C30H42Br3Cl2N3O4P2S. Source: the OMol25 dataset; level of theory: ωB97M-V/def2-TZVPD.

```
! wB97M-V def2-TZVPD RIJCOSX def2/J DEFGRID3
* xyz 0 1
C 11.06 0.09 0.08
O 9.81 -0.56 -0.08
C 8.71 0.32 0.10
C 7.64 -0.36 0.96
C 6.58 -1.12 0.11
C 5.16 -1.05 0.71
C 4.51 -2.42 0.98
C 3.08 -2.55 0.45
C 2.03 -2.35 1.53
C 0.61 -2.14 1.05
C 0.31 -2.12 -0.31
C -0.99 -1.89 -0.74
C -2.02 -1.68 0.16
C -1.72 -1.71 1.52
C -0.43 -1.94 1.98
C -0.12 -1.93 3.46
C -1.35 -2.03 4.36
C -2.17 -0.77 4.55
N -1.69 0.45 4.10
O -3.24 -0.84 5.09
N -3.36 -1.40 -0.28
C -3.99 -2.64 -0.82
C -5.39 -2.96 -0.31
C -5.55 -2.93 1.19
Cl -4.85 -4.43 1.91
C -3.33 -0.32 -1.24
C -2.48 -0.41 -2.35
C -2.42 0.59 -3.31
C -3.21 1.73 -3.18
P -3.05 3.03 -4.47
C -2.04 4.28 -3.55
O -1.97 2.45 -5.57
C -4.06 1.87 -2.06
C -4.85 3.16 -1.96
C -5.88 3.34 -3.05
N -6.62 2.44 -3.53
C -4.10 0.85 -1.09
P -5.16 1.22 0.38
O -4.24 0.57 1.53
Cl -6.80 -0.04 0.21
S -1.42 -1.82 -2.47
H 11.83 -0.61 -0.22
H 11.10 0.98 -0.54
H 11.22 0.33 1.13
H 8.32 0.57 -0.89
H 9.01 1.25 0.59
H 8.14 -1.10 1.58
H 7.16 0.39 1.57
H 6.58 -0.70 -0.90
H 6.90 -2.15 0.01
H 5.18 -0.49 1.65
H 4.54 -0.47 0.03
H 5.13 -3.17 0.49
H 4.54 -2.67 2.04
H 2.94 -1.77 -0.31
H 2.89 -3.50 -0.05
H 2.07 -3.13 2.28
H 2.30 -1.41 2.04
H 1.07 -2.26 -1.07
H -2.53 -1.54 2.21
H 0.64 -2.66 3.71
H 0.36 -0.96 3.64
H -1.02 -2.31 5.36
H -2.01 -2.81 4.00
H -2.13 1.17 4.66
H -0.69 0.56 4.19
H -4.05 -2.57 -1.90
H -3.37 -3.51 -0.62
H -5.59 -3.99 -0.63
H -6.14 -2.37 -0.82
H -6.59 -2.94 1.47
H -5.02 -2.11 1.66
H -1.74 0.47 -4.14
H -2.47 5.27 -3.65
H -1.92 4.00 -2.51
H -1.03 4.30 -3.97
H -1.08 2.51 -5.22
H -4.15 3.99 -2.02
H -5.36 3.28 -1.01
H -5.99 4.34 -3.45
H -6.40 1.54 -3.09
H -4.02 -0.35 1.33
C 0.13 6.98 -0.83
Br 1.09 5.34 -1.12
Br 0.40 8.23 -2.26
Br -1.74 6.65 -0.53
H 0.52 7.43 0.07
*
```

Results
F_max in eV/Å: 1.20
LUMO level in eV: -0.4
Orbital gap in Eh: 0.2970


(11)
A structure of composition C4H11NS. Source: the OMol25 dataset; level of theory: ωB97M-V/def2-TZVPD.

```
! wB97M-V def2-TZVPD RIJCOSX def2/J DEFGRID3
* xyz 1 2
C -1.84 0.35 -0.86
C -0.47 0.40 -0.21
C 0.25 -0.95 -0.27
C 1.45 -1.00 0.63
S 2.86 1.19 -0.72
N -0.59 0.80 1.18
H -2.20 1.36 -1.05
H -2.55 -0.14 -0.20
H -1.84 -0.25 -1.77
H 0.17 1.15 -0.76
H -0.45 -1.70 0.10
H 0.58 -1.14 -1.29
H 1.16 -0.89 1.67
H 2.05 -1.90 0.51
H 2.07 -0.08 0.23
H 0.33 1.01 1.57
H -0.96 1.75 1.24
*
```

Results
F_max in eV/Å: 2.53
Expectation value of S²: 0.87
LUMO level (spin up / spin down) in eV: -8.8 / -9.0
Orbital gap (spin up / spin down) in Eh: 0.2180 / 0.1877